Entry 1:
Formula: C6H11NO2
Source: the OMol25 dataset
Level of theory: wB97M-V/def2-TZVPD

Values from the calculation:
HOMO = -0.3427 Eh
Kohn-Sham gap = 9.969 eV
Relative energy (zero: lowest compared OMol25 entry of this formula, charge and spin) = 153.0 kJ/mol
E_LUMO = 0.0237 hartree
Calculated total energy = -440.42896 hartree
Structure (SMILES) = C[C@]1(CC(=O)O)CCN1

Atoms and positions in Å:
C  0.244  -1.049  1.616
C  0.178  -0.173  0.377
C  1.328  -0.467  -0.590
C  1.060  0.100  -1.976
O  1.935  0.603  -2.655
O  -0.157  -0.231  -2.552
C  -0.114  1.319  0.685
C  -1.571  1.037  0.277
N  -1.140  -0.245  -0.318
H  0.190  -2.113  1.341
H  1.193  -0.881  2.144
H  -0.579  -0.814  2.305
H  2.271  -0.055  -0.209
H  1.461  -1.555  -0.707
H  -0.685  -0.688  -1.793
H  0.063  1.634  1.719
H  0.390  2.017  0.004
H  -2.238  0.899  1.139
H  -2.038  1.727  -0.438
H  -1.791  -1.067  -0.370

In the Löwdin picture, each atom carries the following charge in e: C -0.033; C -0.508; C -0.042; C -0.493; O 0.081; O 0.032; C -0.073; C -0.147; N -0.050; H 0.087; H 0.092; H 0.087; H 0.137; H 0.137; H 0.078; H 0.114; H 0.121; H 0.109; H 0.113; H 0.158

Entry 2:
Formula: C6H11NO4
Source: the OMol25 dataset
Level of theory: wB97M-V/def2-TZVPD

Values from the calculation:
HOMO = -0.3368 Eh
Kohn-Sham gap = 9.526 eV
Relative energy (zero: lowest compared OMol25 entry of this formula, charge and spin) = 1071.3 kJ/mol
E_LUMO = 0.0133 hartree
Calculated total energy = -590.57871 hartree

Atoms and positions in Å:
C  -0.509  -0.332  -0.175
C  -0.235  1.342  -0.065
C  1.095  1.586  -0.463
C  2.325  0.940  0.391
C  2.761  -0.431  -0.066
C  -2.952  -0.451  -0.694
H  -3.128  0.039  1.232
H  -0.473  -0.400  -1.396
H  0.194  -0.987  0.804
H  -0.276  1.607  0.874
H  -1.029  1.974  -1.031
H  1.424  2.774  -0.572
H  1.327  1.269  -1.895
H  2.187  1.073  1.252
H  3.172  1.409  0.133
H  3.433  -1.934  0.424
H  -2.307  -0.954  -1.858
N  -1.992  -0.398  0.179
O  -2.288  0.001  1.430
O  3.527  -0.997  0.782
O  2.263  -1.018  -1.064
O  -4.189  -0.361  -0.247

In the Löwdin picture, each atom carries the following charge in e: C -0.056; C -0.234; C -0.250; C -0.055; C -0.558; C -0.281; H -0.012; H 0.138; H 0.227; H 0.034; H 0.231; H 0.145; H 0.215; H 0.007; H 0.090; H 0.177; H 0.225; N -0.243; O 0.103; O 0.155; O 0.022; O -0.081

Entry 3:
Formula: C6H11NO4S2
Source: the OMol25 dataset
Level of theory: wB97M-V/def2-TZVPD

Values from the calculation:
HOMO (alpha / beta) = -0.3183 / -0.2876 Eh
Kohn-Sham gap (alpha / beta) = 7.283 / 6.163 eV
Relative energy (zero: lowest compared OMol25 entry of this formula, charge and spin) = 648.3 kJ/mol
E_LUMO (alpha / beta) = -0.0507 / -0.0611 hartree
Calculated total energy = -1387.03528 hartree

Atoms and positions in Å:
C  1.396  0.660  -0.851
C  2.553  1.647  -1.066
C  -0.501  -2.115  0.971
C  -3.268  0.078  -0.589
C  -0.988  0.007  -0.094
C  0.234  1.004  -0.220
N  2.405  -0.490  1.270
O  2.868  -1.234  0.434
O  2.713  -0.124  2.342
O  -0.906  -0.748  1.118
O  -2.158  0.714  -0.129
S  1.610  -0.928  -1.413
S  0.057  2.489  0.673
H  3.314  1.339  -0.286
H  3.052  1.341  -1.925
H  1.993  2.581  -1.112
H  -0.351  -2.385  2.020
H  0.529  -2.203  0.626
H  -1.194  -2.714  0.423
H  -4.106  -0.227  0.125
H  -3.200  -0.803  -1.156
H  -3.942  0.730  -1.154
H  -0.815  -0.755  -0.840
H  -1.296  2.137  0.834

In the Löwdin picture, each atom carries the following charge in e: C -0.765; C -0.099; C -0.087; C -0.116; C -0.438; C -0.531; N -0.237; O -0.113; O 0.114; O -0.119; O -0.130; S 0.881; S 0.894; H 0.100; H 0.037; H 0.057; H 0.100; H 0.031; H 0.088; H 0.114; H 0.077; H 0.092; H 0.094; H -0.044

Entry 4:
Formula: C6H11NS
Source: the OMol25 dataset
Level of theory: wB97M-V/def2-TZVPD

Values from the calculation:
HOMO = -0.3337 Eh
Kohn-Sham gap = 9.916 eV
Relative energy (zero: lowest compared OMol25 entry of this formula, charge and spin) = 73.7 kJ/mol
E_LUMO = 0.0307 hartree
Calculated total energy = -688.12117 hartree

Atoms and positions in Å:
C  -0.988  -0.196  0.003
C  -0.293  -0.626  -1.371
C  1.076  -0.063  -1.104
C  0.801  1.315  -0.516
C  0.220  0.481  0.644
C  1.301  -0.522  0.341
H  -1.385  -1.133  1.761
H  -2.552  -1.451  0.619
H  -1.727  0.614  -0.196
H  -0.913  -0.260  -2.182
H  -0.316  -1.716  -1.355
H  1.809  -0.292  -1.852
H  0.145  2.047  -0.999
H  1.737  1.767  -0.238
H  -0.894  1.945  2.118
H  1.065  -1.565  0.539
H  2.270  -0.215  0.684
N  -1.522  -1.310  0.786
S  0.165  1.179  2.317

In the Löwdin picture, each atom carries the following charge in e: C -0.376; C -0.102; C -0.274; C -0.112; C -0.771; C -0.137; H 0.037; H 0.102; H 0.140; H 0.107; H 0.110; H 0.132; H 0.122; H 0.108; H -0.149; H 0.119; H 0.112; N 0.041; S 0.791

Entry 5:
Formula: C6H11NS
Source: the OMol25 dataset
Level of theory: wB97M-V/def2-TZVPD

Values from the calculation:
HOMO = -0.3239 Eh
Kohn-Sham gap = 9.698 eV
Relative energy (zero: lowest compared OMol25 entry of this formula, charge and spin) = 149.2 kJ/mol
E_LUMO = 0.0325 hartree
Calculated total energy = -688.09241 hartree
Structure (SMILES) = C/C=C/C1(S)CNC1

Atoms and positions in Å:
C  -3.005  0.247  0.091
C  -1.593  0.120  -0.373
C  -0.551  0.544  0.354
C  0.905  0.339  0.059
S  1.798  1.914  -0.071
C  1.375  -0.662  -0.987
N  2.431  -1.126  -0.075
C  1.667  -0.561  1.055
H  -3.033  0.755  1.084
H  -3.475  -0.732  0.147
H  -3.618  0.876  -0.592
H  -1.417  -0.382  -1.320
H  -0.737  1.013  1.312
H  1.134  2.628  -0.953
H  0.518  -1.388  -1.138
H  1.754  -0.292  -1.902
H  2.651  -2.107  -0.063
H  2.272  0.013  1.785
H  0.924  -1.198  1.586

In the Löwdin picture, each atom carries the following charge in e: C -0.111; C -0.160; C -0.135; C -0.758; S 0.800; C -0.219; N -0.030; C -0.210; H 0.083; H 0.068; H 0.080; H 0.099; H 0.110; H -0.155; H 0.124; H 0.089; H 0.096; H 0.102; H 0.126

Entry 6:
Formula: C6H11NS
Source: the OMol25 dataset
Level of theory: wB97M-V/def2-TZVPD

Values from the calculation:
HOMO = -0.3055 Eh
Kohn-Sham gap = 9.217 eV
Relative energy (zero: lowest compared OMol25 entry of this formula, charge and spin) = 494.7 kJ/mol
E_LUMO = 0.0332 hartree
Calculated total energy = -687.96083 hartree
Structure (SMILES) = CS/C=C\[C@@H]1CCN1

Atoms and positions in Å:
C  -2.208  1.358  -0.047
S  -2.536  -0.365  -0.709
C  -1.762  -1.106  0.656
C  -0.429  -1.048  0.586
C  0.336  -0.179  -0.402
C  1.526  -0.775  -1.012
C  2.393  0.190  -0.145
N  0.985  0.876  0.445
H  -2.841  1.937  -0.557
H  -2.287  1.543  1.001
H  -1.105  1.322  -0.329
H  -2.396  -1.463  1.638
H  0.038  -1.549  1.441
H  -0.419  0.416  -1.187
H  1.663  -0.583  -2.067
H  1.774  -1.901  -0.776
H  3.245  -0.121  0.698
H  3.065  0.870  -0.823
H  0.959  0.577  1.590

In the Löwdin picture, each atom carries the following charge in e: C -0.305; S 0.803; C -0.491; C -0.197; C -0.489; C -0.174; C -0.151; N -0.020; H -0.026; H 0.048; H 0.000; H 0.134; H 0.109; H 0.118; H 0.096; H 0.145; H 0.135; H 0.101; H 0.165

Entry 7:
Formula: C6H11NSSi
Source: the OMol25 dataset
Level of theory: wB97M-V/def2-TZVPD

Values from the calculation:
HOMO = -0.3213 Eh
Kohn-Sham gap = 9.503 eV
Relative energy (zero: lowest compared OMol25 entry of this formula, charge and spin) = 0.0 kJ/mol
E_LUMO = 0.0279 hartree
Calculated total energy = -977.59979 hartree
Structure (SMILES) = C[SiH]1CC1.c1cscn1

Atoms and positions in Å:
C  0.435  3.416  -0.024
Si  0.481  1.588  0.470
C  -0.948  0.847  1.446
C  -0.929  0.448  -0.040
H  1.445  3.793  -0.152
H  -0.095  3.561  -0.961
H  -0.050  4.023  0.734
H  1.797  0.994  0.645
H  -1.779  1.468  1.752
H  -0.783  0.042  2.148
H  -0.729  -0.595  -0.236
H  -1.753  0.811  -0.638
C  0.466  -5.284  -0.694
C  1.501  -4.755  -1.395
S  1.060  -3.224  -2.045
C  -0.502  -3.432  -1.308
N  -0.652  -4.523  -0.657
H  0.471  -6.230  -0.183
H  2.477  -5.161  -1.573
H  -1.262  -2.683  -1.416

In the Löwdin picture, each atom carries the following charge in e: C -0.229; Si 0.671; C -0.305; C -0.307; H 0.012; H 0.020; H 0.019; H -0.041; H 0.049; H 0.045; H 0.017; H 0.052; C -0.263; C -0.414; S 0.972; C -0.489; N -0.026; H 0.101; H 0.055; H 0.060

Which of these has the highest calculated total energy? C6H11NO2

relative energy (zero: lowest compared OMol25 entry of this formula, charge and spin) of number 7 (C6H11NSSi)? 0.0 kJ/mol